77
Properties=species:S:1:pos:R:3:forces:R:3 method="wB97M-V/def2-TZVPD" largest_force_ev_per_a=2.2 lumo_ev="-9.6 / -9.8" energy_ev=-126681.2774 e_homo_ev="-13.7 / -13.7" multiplicity=1 total_charge=+2
C -0.5330 7.2217 -6.2840 0.0 -0.4 -0.1
C -0.7320 5.8669 -6.6208 0.3 0.0 -0.5
C -1.0191 5.5462 -7.9512 -0.1 0.3 -0.1
C -1.1484 6.5838 -8.8807 0.3 -0.3 0.7
N -0.9698 7.8650 -8.5554 -0.3 -0.1 -0.2
C -0.6827 8.1781 -7.2932 0.1 -0.5 0.3
C -0.6604 4.7930 -5.6583 -0.2 0.1 1.1
C -0.7019 4.0073 -4.7290 0.0 0.9 -0.6
C -0.8447 3.1992 -3.5649 0.0 0.2 -0.4
C 0.2331 3.0587 -2.6672 -0.8 -0.8 0.1
C 0.1487 2.0956 -1.6379 0.2 0.0 0.1
C -1.0451 1.3929 -1.6030 0.2 0.8 0.2
C -2.1976 1.5963 -2.3328 -1.0 0.1 -0.1
C -2.0839 2.5462 -3.3618 0.5 -0.3 0.5
Sn -0.5562 -0.7518 -2.4364 1.5 -1.4 0.9
P 2.0222 -1.2782 -1.4633 1.0 0.2 -0.2
H -1.1258 4.5086 -8.2602 -0.1 0.2 0.1
H -0.2450 7.5223 -5.2767 -0.2 -0.1 -0.2
H -1.4048 6.3294 -9.9042 0.1 0.3 0.0
H -0.5608 9.2350 -7.0479 0.0 -0.3 -0.2
H -2.9114 2.7909 -4.0369 0.2 -0.4 0.3
H 1.1164 3.6803 -2.8024 0.0 -0.4 0.1
H -3.1058 0.9813 -2.2344 0.4 0.5 0.2
H 1.0063 1.8871 -0.9961 -0.5 0.1 0.2
C 2.4558 -2.8192 -0.4953 -0.7 0.1 0.2
C 3.4735 -3.7864 -1.0942 0.0 -0.1 0.1
H 1.4933 -3.3209 -0.3084 0.3 0.0 0.1
H 2.8255 -2.4620 0.4812 -0.3 0.0 -0.3
H 3.6578 -4.6033 -0.3842 -0.1 0.2 -0.1
H 3.1104 -4.2432 -2.0141 0.1 0.0 0.0
H 4.4320 -3.2956 -1.2727 -0.1 -0.1 -0.1
C 2.5829 -1.5199 -3.2087 -0.3 -0.4 0.2
C 3.2295 -0.3353 -3.9202 0.3 0.1 -0.3
H 1.6813 -1.8032 -3.7827 0.4 -0.3 0.2
H 3.2586 -2.3820 -3.1765 -0.1 0.2 -0.4
H 3.1220 -0.5166 -4.9991 0.2 0.2 0.3
H 2.7746 0.6477 -3.7034 0.1 -0.4 0.0
H 4.3077 -0.2976 -3.7033 -0.4 0.2 0.0
C 3.1884 -0.0198 -0.7768 -0.6 0.3 0.0
C 4.6569 -0.4222 -0.6736 0.3 0.0 0.0
H 2.7816 0.2726 0.2044 0.2 0.0 -0.3
H 3.1033 0.8561 -1.4330 0.0 -0.1 0.2
H 5.2251 0.4608 -0.3501 -0.1 -0.3 0.0
H 4.8320 -1.2081 0.0685 -0.1 0.1 -0.2
H 5.0801 -0.7356 -1.6363 -0.2 0.0 0.2
Br -1.2435 -0.8803 0.2145 0.0 1.5 -1.2
P -2.5495 -3.1857 -3.8576 -0.7 -0.6 -0.3
C -0.7353 -3.4547 -3.8695 0.4 0.0 0.1
C -0.3553 -4.8871 -4.2476 0.3 0.0 0.0
H -0.3230 -3.2743 -2.8502 0.2 0.0 -0.4
H -0.3007 -2.7507 -4.6006 0.0 -0.1 0.3
H 0.7205 -4.9176 -4.4529 -0.1 -0.2 0.1
H -0.5723 -5.5622 -3.4130 0.0 0.0 -0.3
H -0.8841 -5.2335 -5.1441 0.1 0.1 0.3
C -2.9787 -2.9460 -2.0795 0.1 0.3 0.1
C -4.3785 -3.5145 -1.8344 0.0 0.0 0.4
H -2.9672 -1.8651 -1.8251 -0.2 -0.4 0.1
H -2.2284 -3.4313 -1.4343 -0.2 0.0 -0.2
H -4.5691 -3.5535 -0.7593 -0.2 0.0 -0.1
H -5.1381 -2.8784 -2.2980 0.0 -0.2 0.0
H -4.4767 -4.5271 -2.2434 0.1 0.3 0.1
C -2.7064 -1.4876 -4.5465 0.1 0.2 -0.2
C -2.8997 -1.5330 -6.0633 0.0 0.4 -0.1
H -1.7912 -0.8947 -4.3098 -0.9 -0.1 -0.7
H -3.5753 -1.0027 -4.0741 0.2 -0.1 0.0
H -3.2072 -0.5386 -6.4061 0.1 -0.2 -0.1
H -1.9680 -1.7978 -6.5800 -0.3 0.0 0.1
H -3.6832 -2.2439 -6.3499 0.2 0.1 0.1
C 0.3929 1.3072 3.6111 0.4 -0.5 -0.4
C 1.2591 1.1336 2.3684 0.7 0.5 0.1
O 0.6694 1.5012 1.1123 -1.8 0.7 0.3
H -0.0292 2.3005 3.6864 -0.1 0.3 -0.1
H 1.0606 1.1950 4.4615 -0.1 -0.1 0.2
H -0.3910 0.5568 3.6847 -0.1 0.0 0.0
H 2.1438 1.7871 2.4727 -0.2 -0.4 0.1
H 1.5926 0.0989 2.2298 0.0 0.1 0.3
H -0.2082 1.9296 1.2992 1.3 -0.5 -0.2

=====

90
Properties=species:S:1:pos:R:3:forces:R:3 method="wB97M-V/def2-TZVPD" largest_force_ev_per_a=2.6 lumo_ev=-3.1 energy_ev=-233515.2165 e_homo_ev=-10.3 multiplicity=1 total_charge=+1
C 1.2029 -2.9305 -0.0267 1.1 0.3 -0.5
C 2.7964 -2.9145 0.0160 -0.1 -1.4 0.0
C 3.3037 -2.1398 1.2779 -1.2 -0.2 0.3
C 3.2758 -4.4311 0.1958 0.1 0.9 0.9
C 3.3170 -2.4371 -1.3977 -0.1 0.3 0.1
C 4.1985 -1.1460 -1.4777 1.0 1.3 -1.3
C 5.6550 -1.3098 -0.8460 -0.9 -1.0 -0.2
C 4.4906 -0.9192 -3.0430 -1.0 -0.3 0.5
C 3.4796 0.1796 -1.0193 -0.9 1.2 0.8
C 3.9811 1.0809 0.0201 -1.7 0.5 -0.9
C 3.2443 2.2931 0.4111 -0.5 -1.7 -1.6
C 1.9989 2.5709 -0.2643 0.9 -0.8 -0.9
O 1.2272 3.7094 0.1014 -0.4 -1.6 0.6
C -0.0135 3.1618 0.6264 -0.6 0.5 0.2
C -0.6435 4.0798 1.7388 1.7 0.7 -0.3
O -1.5838 3.4111 2.6032 -0.5 -0.6 -0.8
C -2.3197 2.4123 1.9296 -0.8 -0.4 0.1
C -3.6365 2.0025 2.7375 2.2 0.7 -0.2
S -4.1892 0.3911 2.0006 -0.8 0.0 0.4
C -5.3808 0.7185 0.6022 -0.2 0.3 -1.0
C -6.7177 -0.1121 0.7446 -0.1 -0.2 -0.3
C -7.0444 -0.9511 -0.5637 -0.6 0.0 0.1
C -8.5922 -1.1395 -0.7601 -0.2 0.3 0.3
O -9.1438 -2.1652 0.0895 0.7 0.2 0.1
C 1.4628 1.7156 -1.3359 2.2 -0.4 1.4
C 2.2224 0.5333 -1.6839 0.3 0.9 1.1
H 0.9322 -3.4585 -0.9838 0.0 0.2 1.1
H 0.7968 -3.4466 0.8790 0.1 0.5 -0.8
H 0.8228 -1.8797 -0.1377 0.2 -0.8 0.3
H 2.8699 -2.6664 2.1805 0.4 0.5 -0.9
H 4.4085 -2.1335 1.4256 -0.9 0.2 -0.4
H 2.8381 -1.1205 1.2775 0.8 -0.7 0.1
H 4.3466 -4.4025 0.5536 -0.9 -0.2 -0.7
H 3.1885 -5.0281 -0.7427 0.0 0.4 0.8
H 2.7036 -4.8888 1.0543 0.4 0.2 -1.0
H 2.4137 -2.2993 -2.0627 0.9 0.0 0.6
H 3.8982 -3.2798 -1.8687 -0.4 0.9 0.4
H 5.7097 -0.9610 0.2074 0.1 -0.4 -0.9
H 5.8665 -2.4189 -0.8812 0.0 1.1 0.2
H 6.4302 -0.8233 -1.4852 -0.7 -0.1 0.7
H 5.0707 0.0207 -3.2095 -0.3 -0.9 0.1
H 4.9970 -1.8366 -3.4331 -0.2 0.9 0.2
H 3.5048 -0.8105 -3.5750 1.0 -0.1 0.3
H 4.9390 0.8973 0.5589 -1.4 0.0 -0.8
H 3.6762 2.9268 1.2221 -0.7 -0.4 -0.9
H -0.7546 3.1053 -0.2171 0.8 -0.4 0.9
H 0.2201 2.1526 1.0510 -0.4 0.8 -0.3
H 0.2063 4.4219 2.3927 -1.0 -0.3 -0.5
H -1.0943 4.9964 1.2730 0.1 -0.8 0.4
H -1.7118 1.4606 1.8621 -0.5 1.0 -0.2
H -2.6675 2.7498 0.9179 0.5 -0.3 0.6
H -4.4349 2.7813 2.6911 0.4 -0.9 -0.1
H -3.2954 1.8445 3.7961 -0.8 -0.2 -0.9
H -3.0866 -0.1775 1.3922 -0.5 0.9 0.2
H -4.8398 0.4777 -0.3551 -0.4 0.1 1.0
H -5.6044 1.8208 0.5555 0.5 -1.0 0.4
H -6.6897 -0.7761 1.6492 0.0 0.6 -0.8
H -7.5569 0.6113 0.8984 0.7 -0.5 0.0
H -6.5891 -1.9773 -0.5170 -0.3 1.1 -0.1
H -6.6215 -0.4492 -1.4739 -0.4 -0.3 0.8
H -8.8452 -1.3975 -1.8237 0.4 0.3 0.9
H -9.1595 -0.1902 -0.4904 0.9 -1.2 -0.4
H -8.4351 -2.7023 0.4803 -0.3 0.2 -0.4
H 0.4971 1.9980 -1.8280 1.5 -0.6 0.6
H 1.8373 -0.1553 -2.4770 0.3 0.8 0.8
C 8.5368 0.1924 1.5962 0.1 0.0 -0.2
Cl 8.3694 -1.5508 1.8359 0.0 0.1 0.1
Cl 9.5767 0.5331 0.2110 -0.1 0.0 0.1
Cl 6.9479 0.9463 1.3819 0.6 0.2 0.4
H 9.0013 0.6161 2.4853 -0.3 -0.1 -0.6
C 11.4186 1.6574 4.7687 0.2 0.2 -0.1
Cl 12.7386 1.4062 3.6243 -0.1 0.0 0.1
Cl 10.9117 3.3489 4.7743 0.0 -0.1 0.0
Cl 10.0516 0.5997 4.3824 0.3 -0.1 0.6
H 11.7742 1.4037 5.7622 -0.1 0.0 -0.1
C -11.1525 1.7957 -1.9320 -0.3 0.0 -0.2
Cl -9.3822 1.8822 -1.9781 0.0 0.3 -0.1
Cl -11.8540 2.8041 -3.1982 0.1 -0.1 0.1
Cl -11.6972 0.1241 -2.0940 0.0 0.1 0.1
H -11.4867 2.1723 -0.9705 0.1 0.0 -0.1
C -4.0033 -4.3241 -0.8697 0.3 -0.2 -0.4
Cl -4.9214 -4.1744 -2.3695 0.0 0.0 0.2
Cl -2.2766 -4.4529 -1.2031 -0.2 0.0 0.1
Cl -4.3284 -2.9432 0.1957 0.1 0.0 0.3
H -4.3230 -5.2279 -0.3606 0.0 0.2 0.0
C -2.3511 2.9731 -3.8777 0.0 0.1 -0.3
Cl -1.6775 3.4459 -5.4360 -0.1 0.0 0.2
Cl -2.8223 1.2674 -3.8920 0.0 0.1 0.1
Cl -1.1909 3.2843 -2.5763 -0.5 0.3 -0.4
H -3.2384 3.5705 -3.6934 0.1 -0.1 0.0

=====

99
Properties=species:S:1:pos:R:3:forces:R:3 method="wB97M-V/def2-TZVPD" largest_force_ev_per_a=4.0 lumo_ev=-3.8 energy_ev=-113403.0863 e_homo_ev=-12.3 multiplicity=1 total_charge=+2
C -27.6422 11.9930 5.1803 -0.1 1.3 -1.2
C -27.5710 13.4312 5.6349 2.2 1.0 -0.6
N -26.1573 13.7493 6.2160 -1.6 -0.1 -3.6
C -25.8335 13.4010 7.4540 1.3 0.4 2.1
C -24.5109 13.6952 7.6544 -0.3 -0.7 -0.5
N -24.0587 14.1259 6.4458 1.4 0.0 -1.1
C -25.0331 14.1178 5.5047 -0.3 0.4 3.2
C -22.6353 14.4595 6.1785 -0.1 -1.8 -0.7
H -27.1364 12.0086 4.1972 -0.4 -0.8 0.4
H -28.7061 11.8068 5.0941 -0.1 -0.5 -0.4
H -27.2114 11.2731 5.8414 0.4 -0.3 0.5
H -28.2937 13.7025 6.3499 -0.5 0.2 1.4
H -27.7607 14.1583 4.8161 0.4 -0.6 0.3
H -26.4886 13.0200 8.2151 -0.5 0.0 -0.3
H -23.8521 13.4816 8.4849 0.0 0.3 0.0
H -24.8583 14.6079 4.5577 -0.7 -0.4 -0.2
H -22.3360 15.3385 6.6390 0.0 2.2 0.4
H -22.3710 14.3907 5.1197 -0.5 0.4 0.1
H -21.9578 13.7603 6.6465 -0.3 -0.8 0.3
C -14.4654 13.6697 4.9949 0.8 -1.4 -1.4
C -14.2336 13.3233 6.4601 -0.8 -0.4 -0.5
N -14.3118 11.8531 6.7031 0.1 0.2 -0.7
C -13.5710 10.9142 5.9923 0.1 -0.6 1.2
C -14.0122 9.6827 6.3741 -0.7 -0.2 1.0
N -15.0582 9.8919 7.3332 2.3 1.7 -2.4
C -15.2085 11.2015 7.4279 0.7 -0.1 -0.3
C -15.8861 8.9533 7.9638 -0.6 -2.3 1.1
H -15.0399 14.5730 4.8702 0.2 0.5 0.1
H -15.0790 12.8811 4.5112 0.3 0.3 0.3
H -13.4919 13.7056 4.4097 -1.2 0.2 0.7
H -15.0224 13.8089 7.0226 0.0 -0.2 0.5
H -13.2772 13.6868 6.7721 0.5 0.1 0.5
H -12.6616 11.1844 5.4743 -0.4 0.0 -0.3
H -13.6947 8.6775 6.0610 -0.3 0.9 0.6
H -15.9379 11.6492 8.0215 -1.0 0.7 0.7
H -16.8848 8.9002 7.5423 -0.1 0.3 -0.2
H -15.9140 9.0691 9.0586 0.0 0.4 -0.4
H -15.4448 7.9677 7.8164 0.0 0.0 -0.1
C -18.0675 11.6738 14.5052 -0.9 0.0 1.2
C -16.9276 12.4233 13.8469 -0.9 0.2 -1.0
N -17.4141 13.7890 13.3801 2.2 0.4 0.6
C -16.7131 14.9582 13.6672 -0.1 1.5 -0.1
C -17.2955 15.9994 12.9567 0.0 -3.3 0.4
N -18.3148 15.3634 12.2029 1.5 2.0 0.4
C -18.3234 14.0880 12.4587 -0.1 -1.2 0.6
C -19.0331 16.0696 11.1679 1.0 0.3 -0.8
H -18.6595 12.3336 15.2172 0.9 -0.7 -0.7
H -17.7372 10.7636 15.0725 -0.1 0.9 -0.6
H -18.7769 11.3689 13.7324 0.0 -0.1 0.1
H -16.6334 11.8942 12.9249 0.1 0.2 0.4
H -16.0429 12.5475 14.4710 -0.2 0.3 0.0
H -15.8293 15.0226 14.3309 -1.0 -0.3 -0.5
H -17.0395 17.0318 12.9072 -0.1 0.4 -0.1
H -18.9921 13.3630 12.0460 -0.5 -0.2 -0.4
H -19.8756 15.5313 10.8353 -1.4 -0.6 0.2
H -18.4252 16.1478 10.2554 0.2 0.1 0.4
H -19.2335 17.0537 11.5501 -0.5 0.3 -0.1
C -23.0992 7.3495 10.3357 -1.5 0.4 -0.7
C -22.3645 7.4214 11.6710 -0.2 1.8 0.0
N -23.2666 8.0860 12.7493 0.7 -2.7 -1.1
C -23.7357 9.3525 12.7483 -1.0 -0.4 0.6
C -24.7347 9.3901 13.6816 0.6 0.4 0.2
N -24.8561 8.1218 14.2158 0.2 -0.1 1.0
C -23.9537 7.3257 13.6320 0.5 0.0 -0.5
C -25.7032 7.8083 15.4063 0.8 2.0 0.1
H -24.0739 6.8303 10.3675 0.6 -0.3 0.5
H -22.5937 6.9483 9.4633 0.8 -0.5 0.5
H -23.4256 8.2917 9.9085 0.3 0.8 0.5
H -21.3941 7.9960 11.6137 -1.2 -0.6 0.1
H -22.1806 6.4313 12.0243 0.3 -0.6 0.4
H -23.4017 10.0400 12.0208 0.4 1.0 -0.4
H -25.2144 10.2580 14.1225 -0.2 -0.4 -0.3
H -23.7694 6.2310 13.7552 -0.4 1.3 0.1
H -25.8037 6.7800 15.5150 0.1 -1.9 0.2
H -26.6838 8.1913 15.2114 -0.5 0.3 -0.1
H -25.3251 8.2761 16.3594 -0.1 -0.5 -1.2
C -20.4212 11.6872 9.1832 -0.3 -0.3 -0.1
F -19.3051 12.3709 8.9948 0.8 0.6 0.3
F -21.1344 11.7950 8.0784 -1.1 0.6 -0.7
F -20.0847 10.3918 9.2113 -0.1 -0.1 1.2
S -21.3926 12.4267 10.6550 -0.7 -0.7 0.7
O -21.7252 13.7810 10.2792 0.7 0.2 -0.6
O -22.5910 11.6002 10.7666 0.8 -0.3 -0.2
O -20.4568 12.3321 11.7792 -0.4 -0.4 -0.8
C -19.2440 10.3220 3.7898 1.8 3.5 0.9
F -19.9950 10.7262 4.8639 -0.1 -0.1 -1.3
F -19.5150 9.1362 3.5099 -1.6 -3.3 -1.3
F -19.4776 11.1735 2.7227 0.0 -1.2 1.6
S -17.4138 10.4057 4.3376 -0.4 1.4 -1.7
O -16.7605 11.0162 3.1945 -0.4 0.5 1.0
O -17.6667 11.0973 5.5824 1.2 0.4 0.3
N -16.7771 9.0319 4.6439 0.2 -1.2 0.9
S -16.0938 8.0229 3.5841 -1.7 2.6 0.9
O -15.8649 6.8318 4.2916 -0.1 -1.9 0.3
O -16.7061 8.1664 2.3197 -0.4 -0.7 -1.0
C -14.4035 8.5892 3.3207 1.5 0.2 -0.8
F -14.1794 9.9238 3.3351 -0.2 -1.2 -0.1
F -13.6147 8.0040 4.2557 0.2 0.4 -0.5
F -14.0183 8.0857 2.1343 0.0 0.6 0.5